Formula: C3H2AgO2
Source: the Open Molecules 2025 dataset
Level of theory: ωB97M-V/def2-TZVPD

Last column: Löwdin charge in e.
Geometry (Å):
Ag 2.5072 0.2811 0.0464  0.92
O -0.5911 0.7256 -0.4858  0.15
O -0.2453 -1.1142 0.5007  0.16
C -1.8351 0.2371 -0.1818  0.18
C 0.3289 -0.0436 0.0509  -0.11
C -1.6252 -0.9592 0.4227  0.21
H -2.5029 -0.2428 -1.0270  0.28
H -2.2130 -1.4804 1.1733  0.21

Summary:
Net charge: +2
Multiplicity: 2
Frontier orbital gap (spin up / spin down) (eV): 9.08 / 5.85
HOMO (spin up / spin down) (eV): -20.78 / -20.74

Formula: C20H28O9P2
Source: the Open Molecules 2025 dataset
Level of theory: ωB97M-V/def2-TZVPD

Last column: Löwdin charge in e.
Geometry (Å):
P -1.8018 -1.0162 -0.5477  0.55
P -0.6060 2.0650 0.3111  0.54
O 0.0876 0.9782 -0.4159  -0.25
O 1.4174 1.5246 2.0363  -0.06
O -2.5801 -2.4010 -0.7599  -0.19
O 0.8503 -2.2154 -1.2244  -0.06
O -2.0034 2.4521 -0.3147  -0.12
O -2.8430 0.0100 -0.3599  -0.25
O 0.1921 3.4537 0.2968  -0.18
O 1.8368 -1.2107 1.3002  -0.15
O -0.9439 -1.3057 0.7507  -0.09
C 0.1963 1.1071 4.1273  -0.01
C 1.2023 -1.0355 -3.3359  0.00
C 1.1247 3.6694 -0.7491  -0.28
C 0.6708 -0.2074 -4.3100  -0.07
C -0.8084 -0.7841 -2.0517  -0.18
C 0.2834 1.4364 2.7825  -0.26
C -1.0481 1.1029 4.7397  -0.07
C 2.4286 -0.6742 2.4530  -0.17
C 2.1968 -2.2415 -0.8156  -0.14
C 0.4593 -1.3381 -2.2015  -0.27
C -1.9116 -3.6501 -0.8487  -0.29
C -2.1939 1.4181 4.0314  -0.08
C -2.1052 1.7470 2.6876  -0.04
C -0.8715 1.7596 2.0717  -0.15
C 2.5477 -1.0504 0.0845  -0.16
C -2.9387 -4.7520 -0.6452  -0.07
C -0.6015 0.3187 -4.1715  -0.08
C -1.3371 0.0279 -3.0360  -0.06
C 2.5866 0.8573 2.4392  -0.15
C 0.4359 3.9102 -2.0816  -0.07
H 3.6297 -1.0451 0.2698  0.13
H -3.3983 -4.6502 0.3338  0.08
H 1.0755 0.8624 4.7046  0.11
H -0.2694 4.7320 -1.9919  0.08
H 1.1718 4.1451 -2.8470  0.08
H -2.4597 -5.7248 -0.7189  0.07
H 3.4224 -1.1180 2.6238  0.13
H -2.4838 1.5941 -0.4277  0.02
H 2.9241 1.1896 3.4300  0.13
H -3.7166 -4.6766 -1.4001  0.08
H -1.1154 0.8457 5.7868  0.11
H 1.7813 2.7963 -0.8277  0.11
H 1.7567 -0.9749 3.2602  0.13
H -3.1544 1.4013 4.5228  0.10
H 3.3360 1.1532 1.6998  0.13
H -1.4409 -3.7401 -1.8348  0.12
H -0.0208 -1.0173 0.7392  0.05
H -0.1087 3.0124 -2.3659  0.06
H -1.0100 0.9623 -4.9356  0.10
H -2.3200 0.4453 -2.8802  0.12
H 2.1935 -1.4423 -3.4716  0.11
H -2.9852 1.9855 2.1116  0.12
H 2.2463 -0.1150 -0.4040  0.12
H 2.8848 -2.2720 -1.6674  0.12
H 2.2961 -3.1659 -0.2402  0.14
H 1.2609 0.0241 -5.1847  0.10
H 1.7112 4.5404 -0.4408  0.12
H -1.1292 -3.7033 -0.0862  0.11

Summary:
Multiplicity: 1
Frontier orbital gap (eV): 9.33
HOMO (eV): -8.75
Structure (SMILES): CCO[P@](=O)(O)c1ccccc1OCCOCCOc1ccccc1[P@](=O)(O)OCC

Formula: C4H13N4O
Source: the Open Molecules 2025 dataset
Level of theory: ωB97M-V/def2-TZVPD

Last column: Löwdin charge in e.
Geometry (Å):
O -1.3442 0.7520 0.3891  -0.02
N 2.8882 -0.6682 -0.6795  0.05
N -3.2386 1.6466 1.1848  0.19
N 1.0446 0.5627 -1.1979  0.20
N 0.9073 -0.9833 0.4886  0.23
C -2.4354 0.5916 0.9435  -0.55
C -3.0216 -0.7354 1.2792  0.00
C 3.4536 -0.4266 -2.0233  -0.05
C 1.5523 -0.4770 -0.5520  -0.43
H -2.5090 -1.0631 2.1920  0.10
H -2.9550 2.6078 1.1114  0.12
H 0.0496 0.7500 -1.1393  0.10
H -2.8404 -1.5225 0.5494  0.09
H -4.1673 1.4471 1.5142  0.11
H 3.1811 -1.1725 -2.7654  0.10
H 4.5356 -0.4765 -1.9078  0.09
H 3.4412 -1.3641 -0.2091  0.15
H 1.5116 1.4494 -1.2978  0.14
H 3.2877 0.5559 -2.4248  0.07
H -0.0009 -0.5503 0.6531  0.08
H 1.2908 -1.7864 0.9534  0.13
H -4.0778 -0.7957 1.5332  0.09

Summary:
Net charge: +1
Multiplicity: 1
Frontier orbital gap (eV): 11.22
HOMO (eV): -13.95

Formula: C26H16F5N5OSW
Source: the Open Molecules 2025 dataset
Level of theory: ωB97M-V/def2-TZVPD

Last column: Löwdin charge in e.
Geometry (Å):
W 1.7751 -0.0051 -2.0282  1.31
S 2.1681 -2.1168 -3.2862  0.60
F 3.4726 -4.7187 -2.8007  0.09
F 2.5240 -6.8808 -1.5755  0.12
F -1.5339 -4.6391 -0.7378  0.11
F -0.6212 -2.4916 -1.9952  0.06
F 0.0116 -6.8842 -0.5127  0.12
O 2.9783 0.7676 -2.9445  -0.54
N 1.1917 -1.2283 -0.1508  -0.08
N -0.2584 0.6157 -1.9261  -0.13
N -4.1870 6.3862 3.7617  0.16
N 2.0331 1.5470 -0.5156  -0.10
N 0.1364 -2.1483 1.5333  -0.10
C 0.1872 -3.5594 -1.9227  -0.25
C 1.7492 -5.8002 -1.6854  -0.14
C -2.1116 3.7147 2.8830  -0.01
C 1.7989 3.0601 1.1676  -0.01
C -3.5283 5.6991 3.1186  -0.18
C -2.5013 5.1319 0.9663  -0.01
C 2.2261 -4.6673 -2.3277  -0.25
C 0.0834 -1.2211 0.5673  -0.14
C -1.7131 4.2978 0.1938  -0.01
C 3.2297 1.8446 -0.0348  -0.13
C 1.1016 2.2777 0.2033  -0.25
C -1.1186 3.1716 0.7565  -0.19
C -0.2618 2.2810 -0.0705  -0.06
C 1.9961 -2.2051 0.3890  -0.13
C 1.4710 -3.5059 -2.4630  -0.54
C -1.3181 2.8907 2.1051  -0.01
C -2.4496 0.7470 -2.5042  -0.05
C -2.7047 4.8379 2.3126  -0.23
C 3.1365 2.7846 1.0191  -0.06
C 0.4763 -5.8060 -1.1449  -0.14
C -2.2621 1.5807 -1.4252  -0.02
C 1.3557 -2.7806 1.4398  -0.04
C -0.8913 1.5284 -1.0701  -0.27
C -1.1926 0.1777 -2.7751  -0.16
C -0.9193 -2.4498 2.4866  0.01
C -0.3037 -4.6699 -1.2683  -0.15
H -0.7712 -0.5884 0.3870  0.14
H -3.0047 2.1896 -0.9354  0.11
H 2.9637 -2.4206 -0.0314  0.11
H -0.8428 2.0218 2.5426  0.12
H -1.1212 -1.5861 3.1174  0.09
H -2.2744 3.4994 3.9302  0.12
H 1.6400 -3.5713 2.1107  0.13
H -1.5456 4.5193 -0.8521  0.13
H -0.5978 -3.2749 3.1156  0.09
H 1.3419 3.7513 1.8572  0.11
H -2.9601 6.0120 0.5372  0.12
H 3.9618 3.2075 1.5671  0.10
H -1.8270 -2.7429 1.9626  0.10
H -0.9423 -0.5465 -3.5349  0.10
H -3.3640 0.5513 -3.0381  0.10
H 4.1177 1.4147 -0.4739  0.11

Summary:
Multiplicity: 3
Frontier orbital gap (spin up / spin down) (eV): 5.35 / 6.82
HOMO (spin up / spin down) (eV): -6.64 / -8.16

Formula: C3H11F3O4PSSi2
Source: the Open Molecules 2025 dataset
Level of theory: ωB97M-V/def2-TZVPD

Last column: Löwdin charge in e.
Geometry (Å):
S -1.4957 -2.2791 0.7968  0.43
P 1.5646 0.8118 -1.1343  0.69
Si -1.9372 1.0145 -1.6589  0.46
Si 0.1526 1.8486 0.2195  0.30
F -2.6029 -0.7382 2.6440  0.11
F -3.1157 -2.8254 2.8144  0.11
F -1.1619 -2.1421 3.4196  0.11
O -1.0337 -3.6445 0.8714  -0.32
O -1.4080 1.5800 -0.1970  -0.55
O -2.6658 -2.0503 -0.0182  -0.34
O -0.4519 -1.2779 0.6705  -0.38
C 2.1221 -0.7625 -0.3805  -0.36
C 3.0398 1.8941 -1.2750  -0.39
C -2.1251 -1.9802 2.5012  -0.68
H -1.3657 -0.3099 -1.9295  -0.06
H 1.6840 -1.5917 -0.9300  0.02
H 3.2104 -0.8191 -0.4691  0.03
H 2.7310 2.9397 -1.2238  0.01
H -3.4108 0.9864 -1.5668  -0.06
H 0.2794 1.4992 1.6514  -0.04
H 3.5169 1.7367 -2.2417  0.01
H -1.5709 1.9409 -2.7633  -0.08
H 3.7821 1.7348 -0.4895  0.03
H 0.4283 3.3009 0.0274  -0.06
H 1.8339 -0.8666 0.6612  0.02

Summary:
Net charge: -1
Multiplicity: 1
Frontier orbital gap (eV): 8.37
HOMO (eV): -5.22

Formula: C3H3ClN2S
Source: the Open Molecules 2025 dataset
Level of theory: ωB97M-V/def2-TZVPD

Last column: Löwdin charge in e.
Geometry (Å):
Cl 3.8989 0.9742 -0.2442  0.01
S 3.7136 -0.4972 1.1224  -0.24
N -1.9106 -2.3183 -1.2653  0.19
N 1.3129 0.4227 -1.1274  0.21
C 0.7450 -0.5341 -0.6645  -0.02
C -0.9929 -2.0009 -0.6452  -0.20
C 0.1294 -1.5445 0.1418  -0.12
H -0.1458 -1.1564 1.0918  0.14
H 2.3150 0.8128 -0.9500  -0.11
H 0.8514 -2.2667 0.4952  0.14

Summary:
Multiplicity: 1
Frontier orbital gap (spin up / spin down) (eV): 6.23 / 6.23
HOMO (spin up / spin down) (eV): -7.68 / -7.68